1.
{
  "formula": "C10H24O6PS",
  "method": "the ωB97M-V functional and the def2-TZVPD basis",
  "gap_ev": 5.459,
  "de_lowest_kj_mol": 0.0,
  "total_charge": -1,
  "species": ["O", "C", "O", "C", "P", "S", "H", "H", "H", "H", "H", "H", "H", "H", "O", "C", "O", "C", "C", "C", "H", "H", "H", "H", "H", "H", "H", "H", "O", "C", "O", "C", "C", "C", "H", "H", "H", "H", "H", "H", "H", "H"],
  "xyz": [[-3.608462, 4.681881, -1.649859], [-3.638673, 3.573586, -2.135665], [-2.587316, 2.716767, -1.962272], [-4.751070, 2.938142, -2.851197], [-6.093621, 2.160596, -1.588592], [-7.083786, 4.235282, -1.339677], [-1.900359, 3.211982, -1.480151], [-4.396649, 2.076713, -3.413343], [-5.243797, 3.663447, -3.490348], [-5.251606, 2.497491, -0.456326], [-7.093549, 1.589393, -0.705442], [-6.925411, 1.914559, -2.761971], [-5.447992, 0.849748, -1.730725], [-8.341935, 3.845385, -1.556602], [-0.091269, 2.866198, -0.415278], [0.329620, 1.775525, -0.690193], [0.926600, 1.070375, 0.296521], [1.381860, -0.273495, 0.120827], [2.769329, -0.321553, -0.487638], [0.273751, 1.211599, -2.090235], [0.662339, -0.857518, -0.450877], [1.396078, -0.695096, 1.122542], [2.786336, 0.104624, -1.491004], [3.115413, -1.354158, -0.545011], [3.465410, 0.250227, 0.127948], [1.133366, 1.596439, -2.639560], [-0.636064, 1.574989, -2.560685], [0.285081, 0.126715, -2.137662], [1.174657, -2.941572, 2.482729], [2.345625, -2.991646, 2.725998], [3.211521, -3.057547, 1.689164], [4.626737, -2.947204, 1.854357], [5.271538, -4.271285, 2.207541], [2.868113, -3.038810, 4.145599], [4.867123, -2.167182, 2.577805], [4.980025, -2.602297, 0.883997], [4.926495, -4.643005, 3.172051], [6.355196, -4.160153, 2.252684], [5.030139, -5.017144, 1.451015], [2.837218, -4.074412, 4.482547], [2.192851, -2.456781, 4.765729], [3.879142, -2.660807, 4.271257]],
  "forces_ev_per_angstrom": [[0.12, 0.03, -0.11], [-0.28, -0.14, 0.04], [0.37, 0.12, 0.00], [0.13, 0.07, -0.08], [0.41, -0.97, -0.05], [-0.10, 0.73, 0.10], [-0.14, -0.08, 0.17], [-0.03, -0.03, -0.08], [-0.20, 0.03, 0.10], [-0.10, 0.13, -0.08], [-0.03, 0.09, -0.03], [0.04, 0.12, 0.06], [-0.07, 0.14, 0.00], [-0.13, -0.20, -0.03], [0.01, 0.06, -0.09], [0.10, -0.02, 0.02], [-0.04, -0.03, 0.02], [0.10, -0.06, 0.00], [0.01, 0.06, -0.03], [-0.13, -0.07, 0.08], [-0.02, 0.00, -0.02], [-0.04, 0.01, 0.02], [-0.03, -0.03, -0.02], [-0.02, -0.02, 0.02], [0.01, -0.02, 0.02], [0.02, 0.01, -0.01], [0.00, 0.05, 0.00], [0.04, 0.00, 0.00], [-0.09, -0.02, -0.01], [0.05, -0.06, 0.11], [-0.01, 0.06, -0.04], [0.10, -0.01, 0.00], [-0.07, -0.02, 0.01], [0.05, 0.16, -0.07], [0.00, 0.00, 0.01], [0.01, 0.01, -0.01], [0.01, 0.02, 0.02], [0.01, 0.01, -0.01], [0.01, -0.01, -0.01], [0.00, -0.03, 0.01], [-0.06, -0.04, 0.00], [0.00, -0.05, -0.01]]
}



2.
{
  "formula": "C10H25AgBr2O5",
  "method": "the ωB97M-V functional and the def2-TZVPD basis",
  "gap_ev": 8.703,
  "de_lowest_kj_mol": 0.0,
  "total_charge": 0,
  "species": ["Ag", "O", "H", "C", "O", "C", "C", "O", "C", "H", "H", "H", "H", "H", "H", "H", "H", "H", "H", "C", "O", "C", "C", "O", "C", "H", "H", "H", "H", "H", "H", "H", "H", "H", "H", "Br", "C", "C", "Br", "H", "H", "H", "H"],
  "xyz": [[0.269853, -0.082172, 0.308288], [0.118938, -1.203567, 2.172950], [-0.036384, -0.550326, 2.849260], [-1.246317, -2.723950, -0.610814], [-1.853203, -1.417769, -0.738096], [-3.046830, -1.364124, 0.012359], [-3.248721, 0.053439, 0.435552], [-3.048503, 0.868121, -0.722270], [-2.571195, 2.179492, -0.523726], [-0.519714, -2.895074, -1.404237], [-1.972801, -3.591251, -0.665234], [-0.807436, -2.720433, 0.389428], [-3.004459, -2.032618, 0.882581], [-3.935702, -1.691082, -0.660528], [-2.454077, 0.327457, 1.127591], [-4.247970, 0.149111, 0.897756], [-2.289868, 2.515173, -1.523417], [-1.674865, 2.143066, 0.127965], [-3.325220, 2.872273, -0.151821], [-0.548614, 1.071397, -2.756118], [0.246803, 1.164874, -1.593740], [1.225143, 2.161380, -1.747421], [2.230792, 2.240263, -0.599482], [1.430831, 2.318634, 0.547190], [2.210582, 2.290815, 1.739271], [-0.681190, 2.042151, -3.205612], [-1.517235, 0.641800, -2.524222], [-0.068225, 0.525326, -3.542589], [0.616286, 3.102501, -1.672449], [1.791203, 2.008123, -2.679099], [2.860404, 3.097228, -0.715551], [2.762117, 1.307959, -0.632643], [3.136766, 1.753549, 1.564227], [1.649247, 1.984749, 2.615301], [2.622536, 3.313093, 1.932213], [1.805017, -3.489300, 3.448266], [1.976991, -3.362509, 1.547576], [2.789113, -2.166098, 1.236053], [2.872289, -1.872127, -0.701605], [0.983963, -3.221221, 1.157218], [2.346140, -4.287202, 1.118038], [3.809401, -2.219797, 1.621209], [2.344125, -1.241353, 1.640377]],
  "forces_ev_per_angstrom": [[-0.32, -0.48, 0.71], [-0.01, 0.36, -1.27], [-0.12, 0.23, 0.41], [-0.83, -0.35, 0.35], [0.27, -1.38, -0.34], [-1.30, -0.56, -1.27], [0.37, 0.74, -0.27], [-0.92, -0.24, 0.00], [0.38, -0.49, -0.01], [0.11, 0.39, 0.11], [0.36, 1.11, -0.04], [0.27, -0.37, -0.09], [-0.01, 0.20, -0.05], [1.29, 0.35, 0.98], [-0.04, -0.07, 0.54], [0.31, 0.33, -0.16], [0.11, 0.18, 0.21], [-0.36, 0.34, -0.17], [-0.12, -0.03, 0.33], [-0.45, 0.00, -0.26], [0.38, -0.76, 0.18], [-0.07, 1.79, 0.33], [-2.15, -1.05, -0.77], [0.06, -0.12, 1.18], [0.98, 1.81, -0.36], [-0.28, 0.74, 0.14], [0.09, -0.18, 0.23], [0.53, -0.84, -0.28], [0.88, -0.26, -0.79], [-0.36, 0.37, -0.01], [0.59, 0.57, -0.18], [0.87, -0.51, 0.35], [-0.10, -0.91, 0.25], [-0.15, -0.35, -0.26], [-0.59, -0.33, 0.02], [0.20, -0.39, 0.42], [-0.67, -0.21, -0.49], [0.81, 1.27, 0.44], [0.03, -0.05, 0.00], [-0.35, 0.12, 0.13], [0.41, -0.08, 0.26], [-0.01, -0.22, -0.35], [-0.11, -0.68, -0.15]]
}



3.
{
  "formula": "C10H25BiClIN3OP",
  "method": "the ωB97M-V functional and the def2-TZVPD basis",
  "gap_ev": [4.944, 4.943],
  "de_lowest_kj_mol": 26.1,
  "total_charge": 2,
  "species": ["C", "I", "H", "H", "H", "Bi", "P", "C", "C", "H", "H", "H", "C", "H", "H", "H", "H", "H", "H", "C", "O", "Cl", "C", "N", "C", "C", "N", "N", "C", "C", "H", "H", "H", "H", "H", "H", "H", "H", "H", "H", "H", "H", "H"],
  "xyz": [[-1.030122, -1.733383, -0.799317], [-2.505550, -2.767994, 0.115440], [-0.837529, -1.626142, -1.863520], [-1.297282, -0.674275, -0.366275], [-0.168553, -2.302261, -0.415539], [1.564286, 0.097886, -0.385695], [2.403084, -2.784154, -0.070876], [1.296566, -4.258267, 0.060509], [3.325606, -3.097191, -1.602092], [4.311612, -2.204539, 1.277355], [4.128109, -3.995137, 1.093857], [3.036933, -3.122922, 2.222363], [3.598363, -3.050504, 1.277226], [3.772275, -2.157180, -1.961130], [4.133936, -3.808142, -1.414487], [1.903522, -5.127075, 0.372636], [0.812828, -4.461242, -0.910343], [2.662199, -3.489156, -2.390454], [0.541395, -4.080679, 0.838433], [-4.529802, -3.708270, -1.455364], [-5.407578, -4.223744, -1.871418], [2.074458, 0.181050, -2.773984], [-3.014123, 1.735165, -0.535237], [-2.146201, 2.725745, 0.112254], [-2.684459, 4.082988, 0.211272], [-0.809039, 2.480548, 0.144117], [-0.225724, 1.606844, -0.681095], [-0.008713, 3.122558, 1.045573], [-0.536923, 3.935442, 2.109772], [1.413101, 2.808472, 1.057747], [-4.013201, 2.064602, -0.276227], [-2.851647, 0.718517, -0.154344], [-2.880056, 1.722578, -1.632876], [-3.018770, 4.315149, 1.232314], [-1.968529, 4.836489, -0.111519], [-3.527298, 4.152290, -0.471539], [-0.811986, 1.426572, -1.466506], [0.211338, 3.914495, 2.923739], [-0.715668, 4.964533, 1.762633], [-1.473954, 3.520992, 2.499248], [1.571979, 1.812913, 1.529186], [1.794744, 2.882002, 0.039341], [1.906374, 3.564426, 1.684823]],
  "forces_ev_per_angstrom": [[1.56, 2.65, 0.65], [-0.29, -0.56, 1.52], [-1.03, -0.45, -0.36], [1.56, -1.82, -0.76], [0.08, 1.13, 0.11], [-0.17, 0.09, -0.92], [-0.21, -0.91, -0.42], [-0.03, 0.34, 0.13], [0.18, 0.38, -0.38], [-0.22, -0.53, 0.30], [-0.09, 0.27, 0.04], [0.41, 0.16, -0.22], [-0.09, 0.54, 0.00], [-0.05, -0.37, 0.00], [-0.12, -0.03, -0.04], [-0.19, 0.36, -0.26], [0.15, 0.07, 0.47], [0.23, 0.20, 0.33], [0.07, -0.16, -0.24], [0.63, 0.63, -0.20], [-2.54, -1.54, -1.14], [-0.37, -0.21, 1.00], [0.20, 0.15, -0.22], [1.18, -0.52, -0.34], [-0.30, 0.40, 0.30], [0.45, 0.89, 1.27], [0.64, -0.88, 0.38], [-0.63, -1.02, -1.34], [0.03, 0.43, 0.98], [-0.49, 0.59, 0.58], [-0.25, -0.37, -0.24], [-0.04, 0.37, 0.10], [-0.29, 0.11, 0.33], [-0.04, -0.04, -0.44], [0.12, -0.12, 0.03], [-0.06, 0.03, 0.06], [-0.35, -0.39, -0.66], [-0.58, 0.27, -0.33], [0.18, -0.29, 0.40], [0.28, 0.03, -0.09], [0.16, 0.59, -0.08], [0.30, -0.11, 0.02], [0.04, -0.40, -0.31]]
}



4.
{
  "formula": "C10H25CaO6",
  "method": "the ωB97M-V functional and the def2-TZVPD basis",
  "gap_ev": 7.252,
  "total_charge": 1,
  "species": ["Ca", "O", "C", "O", "O", "H", "C", "C", "C", "O", "H", "H", "H", "H", "H", "H", "H", "H", "C", "C", "C", "O", "H", "H", "H", "H", "H", "H", "H", "H", "C", "C", "C", "O", "H", "H", "H", "H", "H", "H", "H", "H"],
  "xyz": [[-2.630305, 1.103370, -0.907991], [0.321385, -0.593830, -1.336681], [-0.812885, 0.127120, -1.162561], [-0.848475, 1.292490, -0.684441], [-1.925055, -0.336730, -1.466661], [-0.095485, -1.422800, -1.582881], [-0.309625, 1.997900, 3.218569], [-0.424455, 1.956780, 1.656249], [0.863215, 2.442450, 0.932389], [-0.793025, 0.773640, 1.126399], [-1.312855, 2.010190, 3.644589], [0.256635, 2.885460, 3.500849], [0.226555, 1.176950, 3.694639], [-1.301995, 2.519670, 1.338179], [1.229045, 3.248060, 1.568989], [0.588745, 2.863550, -0.034801], [1.549085, 1.600790, 0.835979], [-0.740915, 0.796990, 0.168099], [-0.697235, -3.690030, 0.900269], [-1.646205, -3.266800, -0.227161], [-2.749605, -2.356150, 0.249589], [-0.969245, -2.606750, -1.260711], [-0.489985, -2.907730, 1.630449], [0.164085, -4.255450, 0.544559], [-1.268855, -4.403540, 1.493769], [-2.037085, -4.171340, -0.693121], [-3.265065, -2.939930, 1.012219], [-3.295235, -1.891470, -0.571671], [-2.366645, -1.453260, 0.725239], [-1.472785, -1.866230, -1.606631], [1.737415, 2.167560, -1.761331], [2.499215, 0.869550, -1.812121], [2.687605, 0.141970, -0.497631], [1.822405, -0.007380, -2.701941], [1.726675, 2.770600, -2.669251], [2.247435, 2.746000, -0.991011], [0.682875, 2.034890, -1.519551], [3.506655, 1.062690, -2.180731], [3.264525, -0.777210, -0.599411], [1.762155, 0.014300, 0.063939], [3.238015, 0.757750, 0.213679], [1.079275, -0.414090, -2.250331]],
  "forces_ev_per_angstrom": [[-15.59, 11.09, 3.88], [-6.99, 2.57, 4.79], [5.60, -2.19, -3.63], [6.28, 4.79, -12.91], [3.21, -9.98, -4.87], [0.62, -3.02, 0.38], [-0.26, -0.05, -0.94], [1.17, 1.63, 1.09], [-1.61, 0.93, 1.54], [-1.35, -6.33, 8.30], [0.09, 0.15, 0.16], [-0.38, 0.19, 0.02], [0.03, -0.33, -0.55], [0.04, 1.91, 0.58], [0.60, -0.05, -0.28], [0.34, -0.01, 0.87], [-0.12, 0.63, 0.19], [2.29, -1.22, 7.91], [-1.07, -0.42, 0.15], [0.20, -0.17, 0.51], [0.19, 0.01, 0.77], [1.57, -0.27, -1.61], [0.51, 0.29, -0.45], [0.12, 0.46, -0.05], [-0.07, -0.25, 0.04], [-0.35, -0.08, 0.22], [-0.85, 0.48, -0.31], [-0.92, -1.13, -0.02], [0.61, -0.21, 0.67], [-1.39, -1.28, -0.05], [0.52, 0.77, 0.07], [-0.50, -0.96, -0.73], [0.41, 0.86, 1.46], [2.89, 0.70, -3.28], [0.52, -0.41, -0.34], [-0.32, 0.42, -0.18], [0.99, 0.10, -0.22], [-0.08, -0.06, -0.43], [-0.34, -0.08, -0.21], [0.29, -0.68, -0.26], [0.54, 0.17, -0.18], [2.54, 1.03, -2.09]]
}